Version 1
Below is the molecule C14H16N2OS, with properties calculated with ωB97M-V/def2-TZVPD.

**HOMO energy**: -8.2611 eV
**Gap between HOMO and LUMO**: 0.32533 Eh
**SMILES**: Cc1nc(NC(=O)CCc2ccccc2)sc1C

The geometry in ORCA input format:
```
! wB97M-V def2-TZVPD RIJCOSX def2/J DEFGRID3
* xyz 0 1
C 3.4333 -1.9619 -0.4509
C 2.9551 -0.5933 -0.0951
N 1.7371 -0.4664 0.5061
C 1.4374 0.7546 0.7609
N 0.3048 1.2276 1.3567
C -0.7931 0.5649 1.8749
O -1.6279 1.2142 2.4593
C -0.8771 -0.9196 1.6534
C -1.2418 -1.2314 0.1891
C -2.3936 -0.3797 -0.2646
C -3.6946 -0.6942 0.1050
C -4.7497 0.1167 -0.2709
C -4.5168 1.2556 -1.0223
C -3.2242 1.5767 -1.3980
C -2.1708 0.7635 -1.0202
S 2.6707 1.9178 0.2668
C 3.6212 0.5733 -0.3150
C 4.9529 0.7910 -0.9360
H 4.3544 -2.1982 0.0792
H 2.6701 -2.6821 -0.1727
H 3.6214 -2.0392 -1.5205
H 0.2735 2.2308 1.5023
H 0.0791 -1.3848 1.8910
H -1.6559 -1.2974 2.3168
H -1.5018 -2.2893 0.1190
H -0.3694 -1.0498 -0.4385
H -3.8810 -1.5815 0.6933
H -5.7567 -0.1384 0.0257
H -5.3398 1.8916 -1.3136
H -3.0354 2.4640 -1.9850
H -1.1621 1.0178 -1.3169
H 5.3301 -0.1431 -1.3436
H 5.6641 1.1638 -0.1983
H 4.8866 1.5260 -1.7373
*
```

Version 2
Below is the molecule C14H16N2OS, with properties calculated with ωB97M-V/def2-TZVPD.

**HOMO energy**: -7.8814 eV
**Gap between HOMO and LUMO**: 0.30723 Eh
**SMILES**: CC(C)c1ccc(-n2nc3c(c2O)SCC3)cc1

The geometry in ORCA input format:
```
! wB97M-V def2-TZVPD RIJCOSX def2/J DEFGRID3
* xyz 0 1
C 4.1475 -0.9004 -2.2281
C 3.9229 -1.0986 -0.7145
C 4.1867 -2.5896 -0.6436
C 2.4972 -0.6670 -0.2746
C 1.9895 0.5927 -0.7424
C 0.7578 1.0633 -0.2993
C -0.1292 0.2776 0.4788
N -1.4110 0.6709 0.8799
N -2.3471 -0.2837 0.9032
C -3.4968 0.4264 0.8142
C -3.2110 1.8314 0.6959
C -1.9301 2.0431 0.8237
O -1.2776 3.2106 1.2096
S -4.5958 2.9186 0.3617
C -5.7420 1.4232 0.7641
C -4.9963 0.0534 0.8150
C 0.4247 -0.9391 1.0044
C 1.6317 -1.4601 0.4719
H 3.3092 -1.3300 -2.7950
H 5.0778 -1.3824 -2.5636
H 4.1824 0.1741 -2.5559
H 4.6679 -0.5154 -0.0785
H 5.2538 -2.8668 -0.9221
H 3.5366 -3.1639 -1.2193
H 4.3298 -2.7910 0.4329
H 2.6013 1.2724 -1.3332
H 0.3443 2.0426 -0.5373
H -1.9820 3.9215 1.3600
H -6.6016 1.3815 0.0818
H -6.0534 1.7203 1.7333
H -5.3113 -0.3753 1.7321
H -5.4092 -0.6600 0.0530
H -0.2696 -1.4763 1.6290
H 1.9032 -2.5241 0.6628
*
```

The winner here is version 1, beating the second structure by 3.679 eV.

Version 1
Below is an isolated ion of composition C2H8N2 and charge -1, with properties calculated with ωB97M-V/def2-TZVPD.

**HOMO energy (alpha / beta)**: 1.4994 / -4.5798 eV
**⟨S²⟩**: 0.750
**Gap between HOMO and LUMO (alpha / beta)**: 0.12256 / 0.34136 Eh

The geometry in ORCA input format:
```
! wB97M-V def2-TZVPD RIJCOSX def2/J DEFGRID3
* xyz -1 2
C -1.1887 -0.8997 0.1242
N 0.1890 -0.8157 -0.3274
C 1.0505 0.1907 0.2558
N 0.7295 1.6089 0.0319
H -1.7100 0.0521 0.1195
H -1.7264 -1.6211 -0.5014
H -1.2354 -1.3432 1.1161
H 0.2869 -0.7591 -1.3327
H 2.0577 -0.0198 -0.1207
H 1.0777 0.0663 1.3228
H 0.7202 1.7973 -0.9717
H -0.2510 1.7431 0.2837
*
```

Version 2
Below is a 2-piece molecular cluster, C2H8N2 overall, with properties calculated with ωB97M-V/def2-TZVPD.

**HOMO energy (alpha / beta)**: 0.7219 / -3.0373 eV
**⟨S²⟩**: 0.753
**Gap between HOMO and LUMO (alpha / beta)**: 0.14881 / 0.28476 Eh

The geometry in ORCA input format:
```
! wB97M-V def2-TZVPD RIJCOSX def2/J DEFGRID3
* xyz -1 2
N 2.3588 -0.0666 -0.1301
H 2.7793 0.8422 -0.2005
H 2.6881 -0.5059 0.7537
H 1.3422 -0.0095 -0.0608
C -1.1691 0.8953 -0.5125
C -1.1302 -1.1742 0.6349
N -0.5907 -0.0067 0.4065
H -0.3719 1.5404 -0.6745
H -1.9523 1.4927 -0.0778
H -1.5223 0.5219 -1.4415
H -1.7406 -1.7282 -0.1470
H -0.6913 -1.8015 1.4496
*
```

Version 3
Below is a 2-piece molecular cluster, C2H8N2 overall, with properties calculated with ωB97M-V/def2-TZVPD.

**HOMO energy (alpha / beta)**: 1.2668 / -4.5825 eV
**⟨S²⟩**: 0.750
**Gap between HOMO and LUMO (alpha / beta)**: 0.10283 / 0.31176 Eh

The geometry in ORCA input format:
```
! wB97M-V def2-TZVPD RIJCOSX def2/J DEFGRID3
* xyz -1 2
N -1.2734 -1.2764 -2.3419
H -0.3363 -1.6531 -2.1949
H -1.8180 -1.8223 -1.6349
H -1.6748 -1.5817 -3.2073
C 1.8168 0.4494 0.9994
C 0.6875 0.9746 1.5882
N -0.4787 1.2612 0.8554
H 1.7197 -0.1838 0.1061
H 2.7181 0.3643 1.7003
H 0.6126 1.0534 2.6682
H -0.6863 0.9042 -0.0548
H -1.2871 1.5100 1.5163
*
```

The winner here is version 1, beating the second structure by 0.410 eV.

Version 1
Below is a 2-piece molecular cluster, C6H14 overall, with properties calculated with ωB97M-V/def2-TZVPD.

**HOMO energy**: -8.8768 eV
**Gap between HOMO and LUMO**: 0.36954 Eh
**SMILES**: C/C=C(\C)CC.[H][H]

The geometry in ORCA input format:
```
! wB97M-V def2-TZVPD RIJCOSX def2/J DEFGRID3
* xyz 0 1
C 2.5169 -0.0783 -0.5062
C 1.0966 -0.5312 -0.7164
C -0.0275 0.1590 -0.4936
C -0.0624 1.5693 0.0377
C -1.3762 -0.4521 -0.8123
C -2.3275 -0.5350 0.3862
H 2.6100 0.7148 0.2415
H 3.1464 -0.9122 -0.1767
H 2.9507 0.2985 -1.4420
H 0.9862 -1.5357 -1.1289
H -0.5641 1.6157 1.0121
H 0.9315 2.0057 0.1589
H -0.6302 2.2148 -0.6455
H -1.2283 -1.4561 -1.2280
H -1.8579 0.1404 -1.6045
H -2.6236 0.4596 0.7375
H -3.2434 -1.0733 0.1196
H -1.8565 -1.0647 1.2225
H 0.7621 -0.8077 2.8582
H 0.6958 -0.7294 2.1189
*
```

Version 2
Below is a 2-piece molecular cluster, C6H14 overall, with properties calculated with ωB97M-V/def2-TZVPD.

**HOMO energy**: -9.5749 eV
**Gap between HOMO and LUMO**: 0.39832 Eh
**SMILES**: C=CCC(C)C.[H][H]

The geometry in ORCA input format:
```
! wB97M-V def2-TZVPD RIJCOSX def2/J DEFGRID3
* xyz 0 1
C 2.6073 0.5476 0.0197
C 1.5366 -0.1047 0.4608
C 0.2316 0.5363 0.8459
C -1.0234 -0.2344 0.4088
C -2.2612 0.3677 1.0737
C -1.1901 -0.2608 -1.1108
H 2.5981 1.6265 -0.1241
H 3.5333 0.0290 -0.2155
H 1.5983 -1.1882 0.5898
H 0.1908 1.5599 0.4463
H 0.2063 0.6306 1.9414
H -0.9148 -1.2721 0.7604
H -3.1672 -0.1879 0.8073
H -2.1667 0.3605 2.1655
H -2.4018 1.4090 0.7554
H -2.0876 -0.8236 -1.3939
H -1.2942 0.7587 -1.5052
H -0.3336 -0.7274 -1.6093
H 2.4018 -1.7778 -2.2727
H 1.9367 -1.2487 -2.0435
*
```

The winner here is version 1, beating the second structure by 0.160 eV.

Version 1
Below is a 2-piece molecular cluster, C6H14 overall, with properties calculated with ωB97M-V/def2-TZVPD.

**HOMO energy**: -9.0648 eV
**Gap between HOMO and LUMO**: 0.37866 Eh
**SMILES**: C=CCC(C)C.[H][H]

The geometry in ORCA input format:
```
! wB97M-V def2-TZVPD RIJCOSX def2/J DEFGRID3
* xyz 0 1
C 2.8382 0.2791 0.3098
C 1.6353 -0.2942 0.2881
C 0.3417 0.4678 0.4542
C -0.9847 -0.3105 0.3663
C -2.0988 0.5308 0.9987
C -1.3981 -0.7326 -1.0494
H 2.9486 1.3636 0.3254
H 3.7458 -0.3072 0.2103
H 1.5517 -1.3721 0.1261
H 0.2960 1.3478 -0.2070
H 0.4317 0.8599 1.4718
H -0.8678 -1.2230 0.9696
H -3.0479 -0.0169 1.0163
H -1.8501 0.8121 2.0285
H -2.2601 1.4563 0.4297
H -2.3788 -1.2262 -1.0257
H -1.4852 0.1354 -1.7163
H -0.6893 -1.4334 -1.5033
H 1.9361 -0.0481 -1.5510
H 1.3355 -0.2888 -1.9420
*
```

Version 2
Below is C6H14 as an isolated structure, with properties calculated with ωB97M-V/def2-TZVPD.

**HOMO energy**: -5.7915 eV
**Gap between HOMO and LUMO**: 0.20415 Eh

The geometry in ORCA input format:
```
! wB97M-V def2-TZVPD RIJCOSX def2/J DEFGRID3
* xyz 0 1
C 0.3930 1.8856 1.2527
C -0.2429 0.5221 1.2970
C 0.0090 -0.2694 -0.0441
C -0.2446 -1.6593 0.1047
C 0.1273 0.4111 -1.2691
C 1.4170 0.1157 -2.0639
H 1.4263 1.7231 0.8531
H -0.1568 2.1682 0.3467
H 0.3656 2.6622 2.1182
H -1.3804 0.4811 1.3827
H 0.1833 -0.2103 2.0108
H 1.0027 -1.0659 0.3233
H -0.0772 -2.1272 -0.8744
H -0.3499 -2.2835 0.9837
H -3.3708 -1.2668 1.1171
H -3.7133 -1.8432 0.8684
H -0.8306 0.2735 -1.7744
H 1.7089 0.9908 -2.6257
H 2.0501 0.1917 -1.2055
H 1.6832 -0.6995 -2.8013
*
```

The winner here is version 1, beating the second structure by 5.755 eV.